Record 1
58
Properties=species:S:1:pos:R:3:forces:R:3:nbo_charge:R:1 method="wB97M-V/def2-TZVPD" e_tot_ha=-1589.83051 orbital_gap_ev=6.288 total_charge=+1 e_lumo_ev=-4.44
H 8.492461 -6.727301 -0.430045 -0.20 0.12 0.02 0.246
C 4.894100 -4.163851 1.039966 -0.74 -0.01 0.49 0.042
C 6.879186 -5.485341 0.294890 -0.48 0.20 0.04 -0.103
H 3.555696 -6.240746 -0.076476 0.29 0.00 -0.11 0.205
C 2.982085 0.397166 0.759720 -0.18 -0.84 -0.85 0.319
C 1.908362 2.318090 2.417036 0.16 0.06 0.30 -0.526
H 3.450901 3.441160 1.421532 -0.10 0.01 -0.02 0.225
C 7.419402 -6.574454 -0.346251 -0.26 -0.56 -0.35 -0.269
H 5.700911 -10.057752 -1.644371 0.22 0.13 -0.14 0.190
C 1.008289 -1.976900 3.174341 0.44 0.00 0.04 -0.140
C 5.467468 -5.310379 0.404198 0.17 -0.63 -0.28 -0.213
H 2.033598 2.773082 3.403146 -0.14 -0.06 -0.10 0.244
H 7.006277 -10.124617 -2.876807 -0.22 0.02 0.03 0.220
N 2.873613 1.364293 -0.210483 0.06 0.06 -0.02 -0.453
H -3.392067 -3.678862 1.616534 0.01 0.08 0.32 0.188
H -3.260734 -4.813107 3.004897 -0.06 0.28 -0.03 0.190
S 2.952959 0.851208 2.458240 0.17 -0.11 0.20 0.257
C 2.971884 0.944443 -1.605922 -0.16 -0.03 0.06 -0.204
C 4.638191 -6.323114 -0.152100 0.29 0.14 0.10 -0.044
C -1.186861 -2.977302 3.013751 -0.19 0.08 -0.15 0.389
O 7.159400 -8.533505 -1.662577 -0.78 0.61 0.49 -0.466
H 4.933022 0.090634 -1.381733 -0.04 0.09 -0.08 0.214
H -4.408952 -3.432509 3.077935 0.12 -0.17 -0.13 0.219
C 6.567588 -7.538770 -0.950411 -0.06 -0.10 -0.21 0.392
H 2.935001 -4.980570 1.300988 0.30 0.45 -0.19 0.207
H 5.644902 -8.967778 -3.070495 0.25 -0.06 0.17 0.190
C 2.382269 3.237622 1.313118 -0.29 0.15 0.01 -0.425
H -1.356078 -4.686051 1.667008 0.33 0.34 0.13 0.235
H 1.668309 -1.200085 3.566525 -0.24 -0.35 -0.08 0.241
H 2.339207 3.264017 -0.847014 -0.02 -0.20 0.20 0.217
H 3.562668 -2.118139 2.259370 -0.33 -0.49 0.01 0.253
C 3.429964 -1.316273 -0.816794 -0.33 -0.33 0.05 -0.232
H 2.495735 -1.729429 -1.245926 0.30 0.03 0.24 0.192
O -2.497849 -2.886124 3.359652 0.91 -0.34 -0.43 -0.469
H 0.866159 2.008477 2.279164 0.14 0.21 0.08 0.218
C 5.162688 -7.412462 -0.818605 0.35 -0.11 -0.10 -0.338
H 1.843614 4.184201 1.375353 -0.01 0.04 -0.06 0.229
C 3.550877 -4.080681 1.394634 0.41 -0.30 -0.44 -0.349
C -3.439131 -3.769522 2.711116 0.18 0.14 0.22 -0.263
H 4.149145 -2.140776 -0.754588 -0.08 0.03 -0.16 0.196
H 1.978583 0.635069 -1.972717 0.15 0.12 -0.05 0.184
H 5.554044 -3.326652 1.287089 -0.18 -0.14 -0.15 0.224
H 4.497152 -8.161640 -1.255216 0.26 0.37 0.21 0.236
C -0.303696 -2.018293 3.577476 -0.59 -0.40 -0.27 -0.265
H 3.306615 1.803076 -2.198392 -0.08 -0.12 0.13 0.215
C 1.542589 -2.921533 2.260489 -0.71 -0.40 -0.32 -0.120
C 3.934369 -0.211709 -1.708644 0.21 -0.08 -0.27 -0.428
H 7.535681 -4.738071 0.741119 -0.12 -0.17 -0.13 0.226
C -0.689583 -3.931651 2.092963 -0.15 0.22 0.09 -0.349
H 3.997799 -0.556901 -2.741750 0.07 0.05 0.01 0.227
H 1.002881 -4.608122 0.986446 -0.17 0.20 0.19 0.203
C 0.642011 -3.886952 1.719485 0.20 0.26 0.37 -0.054
H 1.018044 2.347343 -0.088297 0.19 0.15 -0.06 0.182
C 6.304859 -9.475953 -2.353966 0.25 0.19 0.21 -0.263
C 2.934223 -2.944492 1.921824 0.29 0.00 1.21 0.074
C 2.095640 2.584614 -0.019560 0.01 0.08 -0.08 -0.199
N 3.187755 -0.864633 0.544818 0.07 1.18 -0.21 -0.557
H -0.705501 -1.317480 4.305078 0.10 -0.08 -0.18 0.241

Record 2
12
Properties=species:S:1:pos:R:3:forces:R:3:nbo_charge:R:1 method="wB97M-V/def2-TZVPD" e_tot_ha=-729.80911 orbital_gap_ev=9.233 de_lowest_kj_mol=101.6 smiles="C=NP(F)(F)=NC" e_lumo_ev=-0.39
H -3.445577 -1.100151 -0.375535 -0.52 -0.20 0.10 0.169
P -0.177701 -0.077395 -0.008886 1.23 1.75 -0.37 2.278
C 2.379120 0.227965 -0.061474 0.08 -1.02 -3.16 -0.432
F -0.649333 1.246831 -0.954364 1.21 -2.31 0.29 -0.581
H -2.878198 0.078604 0.825117 0.32 1.84 1.23 0.179
N -1.489996 -1.090227 -0.282105 0.80 1.38 0.14 -0.741
H 3.130294 -0.285725 -0.647140 0.52 0.28 -0.54 0.199
H 2.192498 1.184866 -0.541548 0.02 0.25 0.31 0.189
N 1.285528 -0.723093 -0.127359 -4.81 1.55 0.50 -0.958
C -2.606919 -0.609265 0.096064 -0.27 -2.81 -1.65 0.075
F -0.576571 0.885607 1.232115 0.64 -1.36 0.11 -0.571
H 2.836860 0.261982 0.845110 0.78 0.66 3.04 0.193

Record 3
85
Properties=species:S:1:pos:R:3:forces:R:3:mulliken_charge:R:1 method="wB97M-V/def2-TZVPD" e_tot_ha=-6293.00332 orbital_gap_ev=8.664 smiles="CC[C@H](Br)N(c1ccncc1)S(=O)(=O)F.O=C1OC[C@@H](F)O1.O=C1OC[C@@H](F)O1.O=C1OC[C@@H](F)O1.O=C1OC[C@@H](F)O1.O=C1OC[C@@H](F)O1.O=C1OC[C@@H](F)O1" e_lumo_ev=-0.53
O 6.022652 3.984716 1.534996 0.45 0.34 -0.38 -0.278
O -7.797680 0.797067 -2.139797 0.70 -0.15 0.04 -0.309
C -6.797327 0.980942 -1.231873 0.45 1.23 0.96 0.623
H 0.819226 -6.703536 3.724967 0.15 0.02 -0.22 0.288
C -2.915934 -5.152224 -1.448010 0.49 -0.87 0.22 -0.467
H -2.210296 -5.877588 -1.855752 0.08 0.20 0.12 0.296
C 0.571497 2.325583 -4.280555 0.33 0.16 0.84 -0.241
H 5.616037 5.309660 0.015582 -0.18 -0.10 -0.01 0.200
C 3.052403 -1.272077 1.680397 0.32 1.03 -0.63 -0.200
H 0.796314 1.929081 0.290300 -1.44 -0.71 0.30 0.096
H 0.500909 2.655636 -3.244702 -0.07 -0.22 -0.14 0.169
H 2.256822 -6.622604 4.764304 -0.09 0.23 0.03 0.278
H 6.865984 2.598172 -0.715626 -0.26 0.09 0.09 0.223
H -6.930359 -0.266884 -3.672319 -0.18 -0.04 -0.04 0.293
C -6.792863 -1.201336 -1.701273 0.51 -0.92 0.16 -0.152
H -3.050446 -4.225304 -3.423315 -0.18 -0.03 -0.03 0.311
F 0.806876 4.181250 -5.703901 -0.08 0.19 -0.05 -0.287
H 1.622336 2.146114 -4.520979 -0.13 0.22 -0.14 0.191
H -0.177896 1.484657 1.787699 0.03 0.00 -1.79 0.206
C -0.117934 1.348279 0.643642 0.25 -0.85 0.96 -0.799
C 2.863872 -0.159000 0.600760 2.99 1.72 5.41 0.256
C 6.958981 3.670354 -0.520206 0.44 -0.19 -0.93 -0.280
C -3.952106 2.533536 3.992761 -0.18 -0.75 -0.17 0.268
F -4.421825 1.394393 3.431218 -0.15 -0.09 0.12 -0.253
H 4.194394 2.305187 2.959801 -0.57 -1.95 -0.59 0.320
Br 0.705784 -2.638659 -1.203997 0.08 0.90 0.17 -0.117
C -0.715866 1.221679 -5.734042 -0.65 -1.37 -0.62 0.544
F 4.635330 3.567421 -0.182385 -0.10 0.34 -0.10 -0.176
H 3.744142 -1.963356 3.805414 -0.30 1.69 -1.27 0.253
C -0.083533 3.277697 -5.228692 0.36 0.40 -0.42 0.324
O 1.974844 -4.682900 2.215067 0.17 0.09 0.67 -0.211
O -2.238332 -4.118373 -0.747626 -0.53 0.55 -0.26 -0.271
H -0.953481 3.797098 -4.816028 0.11 0.12 -0.12 0.302
O -6.548758 2.027940 -0.708362 -0.25 -0.94 -0.43 -0.518
C -1.976064 3.398597 4.461050 1.58 0.51 0.67 0.669
C 1.418940 -4.016043 3.266375 -0.84 1.50 0.20 0.574
H 7.178376 4.180261 -1.459448 0.15 0.01 0.19 0.304
C 2.563300 -5.840463 2.772470 0.03 -0.40 -0.64 0.268
H -3.275630 3.091002 2.010795 -0.11 -0.21 0.16 0.207
O 1.316587 -4.810481 4.369268 0.20 0.34 -0.58 -0.328
C 3.860855 1.263805 2.587778 -0.43 -0.32 -1.38 -0.592
C 1.708809 -6.115821 3.968623 -0.11 -0.60 0.81 -0.476
O -2.686957 -1.919510 -0.469157 -0.41 -0.94 -0.45 -0.477
F 2.475453 -6.845927 1.869668 0.17 -0.03 -0.10 -0.280
H 3.613733 -5.642929 3.005696 -0.02 -0.11 -0.16 0.302
O -3.925778 -3.158103 -1.897644 0.63 -0.20 0.00 -0.193
C -3.638206 -4.395570 -2.516660 -0.61 -0.17 -0.30 0.280
N 2.361028 -0.392177 -0.764136 -0.14 1.09 0.27 0.298
C -7.515998 -0.438685 -2.764449 -0.68 -0.10 -0.18 0.331
S 2.905806 0.770752 -1.895444 3.53 4.66 -0.68 1.093
O -2.526754 4.245526 3.542463 0.18 -0.47 0.55 -0.315
C 3.324947 1.250718 1.143581 -0.34 -3.95 1.61 0.183
O 4.388484 1.019391 -1.854013 -4.28 -2.31 -0.04 -0.537
H -7.471870 -1.718576 -1.017277 -0.16 0.12 -0.19 0.264
O -2.705454 2.255871 4.594704 -0.16 0.70 -0.03 -0.285
H -1.050894 -0.617815 0.207367 1.97 0.30 0.22 0.164
O -6.110168 -0.172714 -0.998931 -0.37 0.60 -0.25 -0.243
H -4.440757 4.219860 2.732468 0.20 0.07 0.08 0.266
O 1.070452 -2.872569 3.227553 0.17 -1.16 0.06 -0.441
F -4.808203 -5.000136 -2.835042 -0.10 0.04 -0.18 -0.317
C 5.759525 4.236257 0.170280 -0.57 -0.25 0.05 0.216
H -3.595344 -5.669107 -0.764192 -0.15 0.11 -0.20 0.282
O -0.170620 1.131092 -4.488047 -0.37 0.12 -0.61 -0.199
H -6.091068 -1.927101 -2.113843 0.09 0.21 0.15 0.012
F 2.578616 0.112557 -3.420463 0.14 0.57 3.20 -0.310
H 0.316211 -0.810343 1.400378 0.01 0.83 -1.69 0.059
O -1.323857 0.339084 -6.266621 0.58 0.76 0.47 -0.539
H 0.493459 -0.146293 -1.796910 0.51 -0.93 1.60 0.079
H 3.260209 2.194980 0.501736 0.15 -1.69 1.33 0.308
O -0.979014 3.634458 5.077431 -0.89 -0.23 -0.63 -0.524
O 2.205214 2.094402 -1.840112 0.44 -4.09 -0.21 -0.428
O 7.989466 3.889073 0.433325 -0.42 0.16 0.54 -0.325
H 2.752596 -2.342166 1.384693 0.49 1.93 0.46 0.291
F -8.688580 -1.038505 -3.081924 -0.07 0.01 -0.20 -0.286
O 7.967635 4.079006 2.687463 -0.57 -0.13 -0.97 -0.510
H -1.102910 1.713379 0.186231 1.64 -0.41 0.47 0.357
N 4.035427 0.217576 3.528461 -1.75 -0.95 -3.73 -0.564
O -0.490215 2.443173 -6.295020 -0.27 -0.29 0.63 -0.328
C 3.614420 -1.067935 3.096835 -0.45 2.55 -3.08 -0.316
C -2.928829 -2.968772 -0.987669 0.62 1.25 1.05 0.466
C 0.028117 -0.266181 0.430705 -1.34 0.36 -0.32 0.440
H -4.655558 2.889921 4.751033 -0.03 -0.18 -0.05 0.230
C 0.895134 -0.666246 -0.845732 -1.09 0.42 -0.35 -0.343
C -3.609453 3.546792 2.947267 -0.44 0.60 -0.76 -0.255
C 7.381617 3.990011 1.649568 1.15 -0.06 1.42 0.587